(1)
Computed, not measured: a molecular structure, C12H22N2O8, with wB97M-V/def2-TZVPD.

For the gap between HOMO and LUMO, the calculation gives 0.353 hartree. The charge is 0.

XYZ file:
```
44
Properties=species:S:1:pos:R:3:forces:R:3:mulliken_charge:R:1
C -2.772 -0.263 0.587 -2.1 -0.8 1.3 0.7924
C -3.793 0.830 0.808 0.0 -0.4 3.0 -0.5577
O -3.936 1.511 -0.398 0.3 0.4 -0.2 -0.3454
C -3.535 0.612 -1.279 -0.3 -1.0 -2.1 0.6820
O -3.699 0.602 -2.440 -0.8 1.8 -2.9 -0.5842
O -2.980 -0.450 -0.778 1.2 -1.2 0.1 -0.3655
H -3.083 -1.224 0.997 0.2 0.3 0.8 0.3222
H -1.714 -0.024 0.699 -4.7 -0.1 1.2 -0.4148
H -3.474 1.532 1.579 -0.4 0.0 0.1 0.3387
H -4.711 0.295 1.050 -0.5 0.6 0.2 0.3179
C 1.656 0.169 -0.113 3.9 -0.1 -1.3 -0.1470
C 0.406 0.433 -0.869 -1.3 2.0 0.7 -0.4389
O -0.590 0.132 0.120 4.7 -0.1 -1.4 -0.3974
C -0.026 -0.470 1.248 1.3 -0.6 -0.2 0.5946
O -0.667 -1.120 2.042 1.9 1.4 -0.8 -0.5462
O 1.312 -0.192 1.210 -1.9 -4.6 0.0 -0.3470
H 2.364 0.981 -0.274 -0.3 -0.2 0.6 0.5817
H 2.227 -0.641 -0.566 0.3 1.0 1.7 0.2668
H 0.255 -0.234 -1.718 -0.7 1.3 0.0 0.3957
H 0.312 1.499 -1.078 -0.1 -0.3 -0.3 0.2874
C 0.218 -5.476 -1.283 -0.3 0.3 -0.1 -1.0896
C 0.439 -4.102 -1.955 -0.4 -0.8 -2.1 0.7068
O 0.126 -3.909 -3.142 0.2 -0.3 1.9 -0.6384
N 1.018 -3.153 -1.194 0.5 0.1 0.2 -0.1285
C 1.496 -1.861 -1.702 -1.1 -2.7 -0.8 -0.5280
H 0.907 -6.236 -1.650 0.1 0.2 -0.3 0.2874
H -0.788 -5.806 -1.543 0.1 0.0 -0.1 0.3052
H 0.275 -5.514 -0.195 0.1 0.5 0.0 0.3180
H 1.601 -3.530 -0.460 -0.4 0.1 0.3 0.2680
H 1.125 -1.071 -1.049 0.5 -3.9 -1.8 -0.8559
H 1.112 -1.649 -2.700 0.1 -0.6 -0.2 0.4640
H 2.583 -1.943 -1.707 0.1 0.4 -0.2 0.4297
C 2.164 2.865 3.206 0.0 0.2 -0.2 -1.2756
C 1.596 2.813 1.785 -0.6 -0.7 -0.6 0.5736
O 1.530 1.743 1.155 0.7 7.5 3.2 -0.4857
N 1.052 3.914 1.192 0.4 1.0 -0.4 -0.1634
C 0.685 3.915 -0.234 -1.1 -0.7 0.7 -0.7141
H 2.670 3.788 3.489 -0.4 0.3 -0.2 0.3912
H 2.907 2.092 3.403 -0.2 -0.3 -0.5 0.3280
H 1.344 2.665 3.896 -0.1 0.2 0.1 0.3016
H 0.824 4.791 1.637 0.5 -0.4 0.5 0.2295
H 1.406 3.416 -0.881 0.3 0.4 0.2 0.2593
H 0.404 4.913 -0.571 0.6 0.1 0.1 0.4168
H -0.247 3.357 -0.326 -0.1 -0.2 -0.2 0.1648
```
Forces are in eV/Å.

(2)
Computed, not measured: a gas-phase ion, C12H22N3 (charge +1), with wB97M-V/def2-TZVPD.

For the gap between HOMO and LUMO, the calculation gives 0.353 hartree. The charge is +1. The energy above the lowest of the compared OMol25 structures with the same formula, charge and spin comes out at 195.3 kJ/mol.

XYZ file:
```
37
Properties=species:S:1:pos:R:3:forces:R:3:mulliken_charge:R:1
C -2.815 -0.032 0.856 -0.1 0.2 -0.3 -0.9867
N -1.451 -0.531 0.949 0.2 0.3 -1.1 0.2746
C -1.291 -1.655 1.842 0.7 -0.8 0.4 -0.8774
C -0.368 0.312 0.551 -0.9 0.2 1.5 -0.6044
C 0.994 -0.106 1.033 -0.1 0.5 -0.5 0.1007
C 1.450 -1.354 0.612 0.1 -0.2 0.5 -0.1985
C 2.716 -1.762 1.027 -0.1 0.2 -0.3 -0.9354
C 3.580 -0.858 1.645 -0.2 0.1 0.1 -0.4743
C 3.156 0.447 1.927 -0.2 0.2 0.7 -0.7201
C 1.827 0.812 1.698 -0.1 -0.5 -0.6 -0.1922
H -3.506 -0.828 1.143 0.1 0.2 0.0 0.4123
H -2.943 0.832 1.518 -0.3 0.1 0.0 0.2806
H -3.014 0.251 -0.180 -0.4 -0.1 0.7 0.2488
H -2.235 -1.944 2.327 0.2 0.5 -0.3 0.3978
H -0.957 -2.552 1.296 0.1 0.2 0.4 0.2767
H -0.589 -1.415 2.647 0.0 -0.3 -0.1 0.3202
H -0.616 1.375 0.791 0.4 -0.4 0.5 0.7540
H 0.801 -2.002 -0.010 0.6 0.3 0.9 0.4322
H 3.010 -2.781 0.831 0.3 0.0 -0.1 0.4208
H 4.577 -1.179 1.934 -0.2 0.1 -0.1 0.4160
H 3.817 1.170 2.426 -0.2 -0.5 -0.3 0.4004
H 1.423 1.808 1.938 0.4 -0.5 0.1 0.4962
C 0.791 1.586 -1.352 0.5 0.1 0.0 -0.5713
N -0.254 0.556 -0.970 0.4 -0.3 -2.9 0.6815
C 0.025 -0.603 -1.880 -0.1 -0.7 -0.5 -1.2596
N -1.534 1.071 -1.322 -0.1 0.5 1.0 -0.6174
C -1.987 1.159 -2.676 -0.3 -0.4 -0.3 -1.0900
H 1.612 1.088 -1.896 -0.2 0.4 0.7 0.2428
H 0.301 2.261 -2.067 0.3 0.0 0.5 0.3404
H 1.150 2.087 -0.439 -0.2 -0.1 -0.6 0.3663
H 1.085 -0.851 -1.869 -0.2 0.0 0.5 0.4270
H -0.587 -1.480 -1.614 0.1 0.6 -0.1 0.3153
H -0.142 -0.280 -2.925 -0.2 -0.2 0.7 0.5018
H -1.626 1.911 -0.775 -0.2 0.4 -0.2 0.2839
H -2.803 1.898 -2.638 0.2 -0.5 -0.3 0.3241
H -1.269 1.435 -3.450 0.2 0.4 0.1 0.4338
H -2.329 0.152 -2.926 -0.5 0.4 -0.4 0.3792
```
Forces are in eV/Å.

(3)
Computed, not measured: 2 unconnected molecules or ions with the total composition C12H22O3P, with wB97M-V/def2-TZVPD.

For the gap between HOMO and LUMO, the calculation gives 0.255 hartree. The charge is -1. The energy above the lowest of the compared OMol25 structures with the same formula, charge and spin comes out at 0.0 kJ/mol.

XYZ file:
```
38
Properties=species:S:1:pos:R:3:forces:R:3:mulliken_charge:R:1
C 1.462 0.074 -1.279 0.0 0.0 0.0 -1.3031
C 0.104 0.298 -1.936 -0.1 0.0 -0.1 0.1480
C -0.286 1.770 -2.038 0.1 0.0 0.0 -0.8165
C -1.738 1.963 -2.447 0.0 -0.1 -0.1 -1.0371
P -2.913 1.865 -0.963 -0.1 0.0 0.1 0.3257
O -4.211 2.573 -1.863 0.0 -0.1 0.0 -0.6224
O -3.497 0.275 -1.404 0.1 0.0 0.0 -0.5966
C -3.658 -0.486 -0.255 -0.1 0.0 0.0 -0.3084
C -4.187 0.460 0.854 0.0 0.1 0.0 -0.3914
O -3.965 1.768 0.435 0.1 0.0 0.1 -0.5056
H 1.581 0.747 -0.425 0.0 0.0 0.0 0.3392
H 1.580 -0.950 -0.917 0.0 0.0 0.0 0.3823
H 2.290 0.276 -1.965 0.0 0.1 0.0 0.2973
H -0.679 -0.236 -1.392 0.0 0.1 0.1 -0.0465
H 0.105 -0.122 -2.948 0.0 -0.1 0.0 0.3214
H -0.132 2.255 -1.063 0.0 0.0 0.0 0.3502
H 0.400 2.263 -2.741 0.0 0.0 0.0 0.4279
H -2.017 1.211 -3.193 -0.1 0.0 0.0 0.3100
H -1.864 2.944 -2.917 0.0 0.0 0.0 0.4952
H -1.867 1.223 -0.175 0.0 0.0 0.0 0.0143
H -2.451 3.155 -0.497 -0.1 0.0 0.0 -0.0224
H -3.863 3.374 -2.259 0.0 0.1 0.0 0.2726
H -4.357 -1.304 -0.463 0.0 0.0 0.1 0.3303
H -2.708 -0.936 0.078 0.0 0.0 -0.1 0.1737
H -5.261 0.310 1.033 0.0 0.0 -0.1 0.2620
H -3.675 0.249 1.807 0.0 0.0 0.0 0.2031
C 4.846 -2.897 2.872 0.0 0.0 0.0 -0.3476
C 4.986 -2.211 1.673 0.0 0.0 0.0 -0.4363
C 3.959 -1.398 1.214 0.0 0.0 0.0 -0.1928
C 2.791 -1.270 1.953 0.0 0.0 0.0 -0.2750
C 2.651 -1.956 3.152 0.0 0.0 0.0 -0.5380
C 3.678 -2.769 3.611 0.0 0.0 0.0 -0.3173
H 5.647 -3.533 3.229 0.0 0.0 0.0 0.3431
H 5.896 -2.312 1.094 0.0 0.0 0.0 0.3513
H 4.059 -0.866 0.276 0.0 0.0 0.0 0.3761
H 1.989 -0.642 1.588 0.0 0.0 0.0 0.3160
H 1.737 -1.858 3.724 0.0 0.0 0.0 0.3688
H 3.567 -3.305 4.546 0.0 0.0 0.0 0.3487
```
Forces are in eV/Å.

(4)
Computed, not measured: a molecular structure, C12H23B3Cl2NO4, with wB97M-V/def2-TZVPD.

For the gap between HOMO and LUMO, the calculation gives 0.196 hartree. The charge is +1.

XYZ file:
```
45
Properties=species:S:1:pos:R:3:forces:R:3:mulliken_charge:R:1
C 3.470 4.576 -0.753 -0.1 -0.3 0.2 -1.2802
C 2.035 4.491 -1.143 -0.2 0.2 0.3 0.4678
Cl 1.818 4.086 -2.810 0.0 0.0 -0.2 -0.1620
C 0.966 4.683 -0.349 0.2 0.2 -0.5 0.1779
Cl 1.234 5.100 1.318 0.1 0.0 0.2 -0.1971
B -0.533 4.548 -0.735 -0.1 0.7 0.1 0.7940
O -1.463 4.247 0.260 0.6 -0.6 0.1 -0.5007
B -1.880 2.957 0.040 -0.1 0.3 0.2 0.6178
O -1.843 2.482 -1.263 -0.6 0.2 0.2 -0.6810
B -1.841 3.496 -2.230 0.0 -0.1 -0.5 0.5600
O -1.038 4.582 -2.022 0.1 -0.5 0.3 -0.5376
H 3.992 3.707 -1.150 0.1 0.1 -0.1 0.3292
H 3.926 5.482 -1.146 0.0 0.0 -0.1 0.3156
H 3.585 4.572 0.326 0.0 0.1 0.1 0.3823
H -2.195 2.285 0.968 -0.1 -0.2 -0.2 -0.1479
H -2.528 3.403 -3.190 0.1 -0.1 -0.1 -0.0979
C 0.823 -3.959 1.278 0.1 0.2 -0.5 -1.4598
C -0.114 -2.813 1.696 1.4 -1.9 0.6 1.2575
C -1.581 -3.122 1.338 -0.5 0.6 -0.6 -1.1725
C -1.915 -2.999 -0.147 0.2 0.0 0.0 -0.5585
C -1.525 -1.626 -0.687 -0.5 -0.3 0.7 -1.1416
C -0.044 -1.281 -0.469 1.6 -0.3 -2.1 1.8003
N 0.249 -1.508 1.006 -3.7 -0.6 -0.5 0.8862
O 0.035 -0.565 1.667 1.2 1.5 1.1 -0.3967
C 0.847 -2.148 -1.380 0.1 -0.3 0.3 -1.9086
C 0.233 0.166 -0.842 0.1 0.2 0.6 -2.0280
C 0.038 -2.676 3.204 -0.2 0.6 0.0 -1.7273
H 0.881 -4.126 0.208 -0.1 0.0 0.0 0.2755
H 1.834 -3.782 1.644 0.0 0.0 0.0 0.4076
H 0.465 -4.884 1.722 -0.1 0.0 0.1 0.4355
H -2.227 -2.443 1.903 0.1 0.1 0.0 0.4050
H -1.792 -4.128 1.694 0.2 0.0 0.1 0.4488
H -1.425 -3.793 -0.713 0.0 0.0 0.0 0.3602
H -2.987 -3.143 -0.283 0.0 0.0 0.0 0.4001
H -1.716 -1.561 -1.758 0.2 0.1 -0.1 0.4571
H -2.143 -0.860 -0.208 0.1 0.1 0.0 0.3544
H 1.894 -2.100 -1.077 0.0 0.0 0.0 0.4201
H 0.781 -1.767 -2.395 0.0 0.1 0.0 0.4691
H 0.546 -3.190 -1.426 0.0 0.0 0.0 0.4238
H -0.421 0.855 -0.324 0.0 0.0 0.1 0.2464
H 0.063 0.299 -1.906 -0.1 -0.1 0.0 0.4523
H 1.268 0.440 -0.627 0.0 0.0 0.0 0.5510
H 1.041 -2.346 3.475 0.0 0.0 0.0 0.4654
H -0.131 -3.653 3.650 0.0 -0.1 -0.1 0.4249
H -0.681 -1.983 3.638 0.0 0.0 0.0 0.4117
```
Forces are in eV/Å.

(5)
Computed, not measured: 10 unconnected molecules or ions with the total composition C12H23Cl18IP, with wB97M-V/def2-TZVPD.

For the gap between HOMO and LUMO, the calculation gives 0.296 hartree. The charge is +1.

XYZ file:
```
55
Properties=species:S:1:pos:R:3:forces:R:3:mulliken_charge:R:1
C -2.852 1.192 0.035 0.8 -1.0 -1.3 0.2395
C -2.791 0.004 0.201 0.1 0.2 -0.3 -0.3394
C -2.615 -1.449 0.289 -0.1 1.0 0.1 -0.5881
P -0.908 -1.688 0.906 0.1 0.0 -0.7 -0.0023
I 0.548 -1.944 -0.974 -0.1 0.0 0.5 0.3799
H -2.777 2.159 -0.410 -0.3 0.2 0.5 0.1690
H -2.685 -1.823 -0.733 0.0 -0.5 0.2 0.3325
H -3.370 -1.895 0.938 0.2 -0.3 0.0 0.3876
H -0.522 -0.493 1.523 -0.1 -0.2 0.2 0.1946
H -0.791 -2.762 1.801 0.0 0.1 -0.1 0.0940
C 1.879 -4.392 2.524 0.2 -0.1 0.0 0.8193
Cl 1.725 -2.690 2.995 0.0 0.1 0.0 -0.1450
Cl 0.329 -5.068 1.992 0.0 0.0 0.0 -0.1652
H 2.587 -4.460 1.706 -0.1 0.1 -0.1 0.0713
H 2.228 -4.961 3.382 -0.2 0.2 -0.1 -0.4942
C -2.675 5.429 -0.889 0.0 0.1 -0.1 -0.2963
Cl -2.170 4.611 0.601 0.1 0.1 0.0 -0.1282
Cl -3.783 4.425 -1.830 0.0 0.0 0.0 -0.1526
H -3.175 6.353 -0.624 -0.1 -0.1 0.1 0.2998
H -1.794 5.634 -1.486 0.0 -0.1 0.0 0.3005
C 4.964 -1.818 -0.985 0.1 0.2 0.0 0.0558
Cl 6.620 -1.804 -1.576 0.1 -0.2 0.1 -0.1353
Cl 4.672 -3.146 0.155 -0.1 0.0 0.0 -0.1720
H 4.765 -0.879 -0.482 0.0 0.0 0.1 0.3440
H 4.297 -1.940 -1.828 0.0 -0.1 0.0 -0.0835
C 1.385 -0.167 -4.500 -0.2 0.2 -0.1 -0.2595
Cl 1.662 0.028 -6.221 0.1 -0.3 -0.1 -0.1232
Cl 2.786 -0.902 -3.687 -0.2 -0.1 0.1 -0.1443
H 1.207 0.810 -4.063 0.1 0.0 0.0 0.2283
H 0.523 -0.807 -4.353 0.1 -0.1 0.0 0.2707
C 6.656 2.253 -2.506 0.1 0.0 0.1 -0.3532
Cl 7.161 3.232 -3.883 0.0 0.0 0.0 -0.1420
Cl 5.517 0.985 -2.987 -0.1 0.3 0.0 -0.0478
H 7.531 1.783 -2.071 0.0 -0.1 -0.1 0.2764
H 6.174 2.895 -1.779 -0.1 0.0 -0.1 0.2878
C -3.610 2.940 3.590 -0.2 0.1 0.2 -0.3085
Cl -4.889 3.017 4.802 0.0 0.0 0.0 -0.1468
Cl -4.101 1.987 2.174 -0.2 0.5 0.9 -0.0773
H -3.373 3.946 3.263 -0.1 0.0 -0.1 0.2699
H -2.737 2.474 4.032 -0.1 -0.1 0.0 0.2793
C 2.106 -5.696 6.678 0.0 0.0 0.1 -0.2339
Cl 3.031 -6.185 5.250 0.2 -0.2 0.2 -0.1871
Cl 1.006 -4.362 6.311 0.0 0.0 0.0 -0.1324
H 1.525 -6.544 7.021 0.0 0.0 -0.1 0.2779
H 2.799 -5.377 7.447 0.0 0.1 -0.1 0.2766
C -7.028 -0.098 2.788 0.0 0.0 0.0 0.1459
Cl -6.520 -0.907 4.277 0.1 0.1 0.0 -0.1518
Cl -8.135 -1.105 1.848 0.0 0.0 -0.1 -0.1567
H -7.528 0.828 3.047 0.0 0.0 0.1 0.2879
H -6.151 0.109 2.187 0.0 -0.1 0.0 -0.1288
C 0.172 3.524 -7.219 0.0 0.0 -0.2 -0.2408
Cl 0.717 5.144 -7.650 0.0 0.0 0.0 -0.1422
Cl 0.659 3.088 -5.573 -0.1 0.3 0.2 -0.1388
H -0.909 3.490 -7.280 0.0 0.0 0.1 0.2959
H 0.611 2.812 -7.908 0.1 0.0 0.1 0.2326
```
Forces are in eV/Å.